# 1
The following is a quantum chemistry calculation of a cluster of 10 separate species, C40H64O20 in total, from the Open Molecules 2025 dataset.

The calculation puts the gap between HOMO and LUMO at 9.7 eV. As for the multiplicity: 1. The calculation puts the HOMO energy at -9.580 eV. The calculation puts the energy relative to the best compared isomer or geometry (same formula, charge and spin) at 278.4 kJ/mol.

```
124
C40H64O20, DFT wB97M-V/def2-TZVPD
C -0.039 -0.985 -0.512
H -1.199 -2.971 6.622
H -2.686 0.009 3.569
H 1.397 -1.672 -4.126
H 2.476 -3.550 -5.320
C -3.955 1.436 -1.143
C 3.140 -0.378 -3.870
H -3.696 7.052 1.298
H -1.630 -3.571 -0.587
O 7.570 2.655 -0.290
H -3.906 6.086 2.646
C 0.886 -4.735 -4.099
C 3.681 -0.623 -5.288
C 1.228 -1.073 0.261
H -1.606 5.057 -2.819
O 5.772 1.307 -0.448
C 2.527 -0.222 -6.174
C 0.056 -3.501 4.055
C -3.443 -2.441 1.181
O -0.869 -0.134 0.091
H -2.892 -4.516 -1.303
O 2.116 2.398 -2.084
H 0.488 5.738 -4.131
H 0.985 -0.150 -3.409
H 3.243 0.689 -3.671
H 4.446 1.069 2.466
H -3.052 -0.691 -4.334
O -0.700 0.367 5.610
H -4.125 2.444 -1.522
H -3.801 0.557 4.789
H -0.176 5.324 -1.856
O -1.806 2.356 5.138
H -0.761 2.543 -2.715
C 0.891 -5.003 -2.617
C 6.078 2.138 1.646
C 0.306 4.698 -3.859
C -1.360 4.784 2.232
C -2.465 4.075 1.427
C 1.221 3.148 -2.543
C -2.659 -3.899 -0.435
O -2.473 2.889 1.014
H -2.599 -1.784 1.391
H 0.849 0.972 6.726
O -1.214 -4.059 3.898
C 1.147 0.261 1.009
C -3.677 -2.820 -0.265
H -4.642 0.984 -0.427
H 1.873 0.241 1.822
C -1.684 1.108 5.220
H -0.448 3.108 -1.075
H 1.037 -2.886 5.822
H 4.004 0.320 -0.176
H 0.256 -3.846 -4.080
H -0.656 -4.504 7.107
H -0.379 4.490 1.859
H -3.583 -2.073 -1.053
H -4.128 1.160 -5.381
H -2.671 2.180 -5.301
H -0.538 -0.187 2.185
H 3.621 -0.959 -3.083
H 1.054 -1.961 0.870
H -1.474 -0.183 -4.530
H -4.389 -2.103 1.604
H -2.650 0.620 -6.278
H -1.915 -5.463 5.233
C -1.787 -4.386 5.132
O -4.704 -0.179 -2.747
C 0.459 -3.739 5.467
H 4.017 2.312 1.287
H 1.035 -4.655 5.602
C 1.698 -0.625 -4.083
H -2.760 -0.728 5.244
C 2.038 -4.024 -2.250
O 2.494 -0.015 -7.334
H -4.718 -3.143 -0.259
H 4.564 -0.040 -5.548
O 0.751 -3.047 3.169
H 0.648 1.930 5.296
C -0.365 0.384 1.273
H 1.989 -1.074 -0.518
C -1.862 6.247 2.237
H -1.734 6.824 3.153
C -2.790 0.179 4.640
C -0.249 3.306 -2.128
H 1.442 1.122 0.411
H -0.551 1.440 1.473
H 5.883 3.136 2.038
H -1.379 6.843 1.463
C -2.715 -4.582 0.894
O -3.426 4.848 1.112
H 5.385 -0.407 0.558
H 6.763 1.578 2.283
O 2.862 -3.830 -3.261
C -2.466 0.228 -4.346
O 1.430 -0.197 -5.451
O -2.608 0.706 -2.981
O -2.389 -5.742 1.153
H -0.336 4.255 -4.620
C -0.591 4.699 -2.647
C 4.720 1.509 1.508
C 0.620 0.903 5.662
H 2.829 -5.204 -4.751
O -0.444 -1.562 -1.541
H 0.102 -4.683 -1.936
H -1.341 4.341 3.228
C 1.643 0.130 4.852
H -2.781 -3.941 5.126
O -3.104 -3.663 1.772
H 3.947 -1.678 -5.354
C -3.269 6.164 1.765
C -3.800 0.542 -2.327
O 1.479 4.006 -3.548
H 2.514 0.783 4.805
H 1.985 -0.677 5.500
C 6.682 2.058 0.262
C 4.934 0.561 0.339
H 1.239 -0.196 3.893
C -3.039 1.160 -5.415
H 1.277 -6.009 -2.455
C 2.285 -4.284 -4.537
C -0.792 -3.896 6.213
O 2.326 -3.523 -1.153
H -2.965 1.597 -0.715
H 0.518 -5.385 -4.893
```

Atom charges from the Mulliken analysis, given in e for atoms 1 to 8: number 1, C, carries 0.02; number 2, H, carries 0.14; number 3, H, carries -0.03; number 4, H, carries -0.76; number 5, H, carries 0.25; number 6, C, carries -0.50; number 7, C, carries 0.08; number 8, H, carries 0.41

=====

# 2
The following is a quantum chemistry calculation of a cluster of 12 separate species, C43H76O29 in total, from the Open Molecules 2025 dataset.

The calculation puts the gap between HOMO and LUMO at 10.3 eV. As for the multiplicity: 1. The calculation puts the HOMO energy at -9.933 eV.

```
148
C43H76O29, DFT wB97M-V/def2-TZVPD
H -3.666 4.023 0.971
O 3.939 -4.345 0.276
C 1.241 -2.229 -4.772
C 3.703 -2.909 0.193
H -6.195 4.464 0.599
H -0.583 4.571 2.506
H 0.133 -4.969 -4.832
C 2.345 2.059 3.865
H 0.521 -2.958 4.223
H 3.547 -7.115 0.828
O -3.025 2.700 -1.587
C -0.919 -0.786 4.146
C -2.667 2.911 -2.749
O 0.775 -1.036 -0.554
H 5.149 -6.609 1.143
H -0.569 4.796 6.143
O 3.161 5.696 1.841
O 0.308 -2.953 -5.331
C -0.914 4.820 0.294
H 1.435 -1.873 3.100
H -0.822 -0.845 0.721
H -1.026 1.168 -1.393
H -3.961 -0.547 1.696
C 0.497 -7.166 -0.555
H 3.933 -6.820 2.519
H -1.280 1.306 4.263
H -2.527 -4.017 2.239
O -3.347 2.553 -3.803
C 0.576 -3.748 -3.157
H -2.676 0.227 4.744
H 2.046 -2.207 6.184
H -3.455 -0.195 0.018
O 1.785 -1.285 -5.276
H -0.052 4.750 -0.414
H 0.713 -7.816 0.308
C -3.768 1.524 1.305
C 3.783 -4.977 1.457
C -4.663 1.972 -3.698
H 0.593 5.628 1.622
O 2.763 0.005 -1.018
H -3.969 -2.833 2.290
H 0.375 1.663 -7.654
H -5.551 0.079 -3.197
H 1.139 -4.629 -2.897
O 2.242 2.004 -5.994
H -1.302 0.439 5.876
H 4.101 1.041 -4.297
C -0.414 5.223 1.678
C 3.368 5.091 0.798
C -0.217 -5.156 0.491
H 5.188 4.107 -1.600
H 1.380 0.790 2.263
H -1.090 3.518 5.004
H -4.058 3.700 2.670
C 4.311 4.682 -1.299
H 4.511 2.611 -3.676
H 2.550 3.675 -4.886
H 3.382 2.716 -0.857
H -3.916 -5.749 2.297
H 3.265 2.701 4.027
C 1.156 -2.052 4.162
H -0.362 5.017 4.388
C -4.577 0.534 -3.248
C -0.483 0.909 -0.503
H -1.068 -1.060 -1.053
H -1.279 -3.882 -4.413
C -1.617 0.477 4.813
C 3.695 2.002 -4.025
H -1.423 3.881 0.409
C -4.317 -4.961 1.677
O -1.224 -5.736 0.791
C -3.483 -4.384 -0.330
O -1.815 5.834 -0.086
H 2.116 2.207 1.728
C 0.983 1.861 -5.658
H 3.362 -2.675 -0.813
C 4.918 -2.074 0.487
O 0.807 -5.682 -0.202
O -1.273 6.400 2.033
H -5.017 2.091 -4.722
H 2.817 -3.197 4.915
C -0.170 -3.991 -4.452
C 0.162 -3.779 1.061
H 0.990 -8.628 -1.859
H 4.042 5.509 -2.031
H -0.888 1.164 -6.526
C 2.369 -2.264 5.141
H -5.240 2.543 -2.967
O -1.494 -1.661 3.551
H -5.345 -4.847 1.909
C -4.493 3.711 1.638
H 3.874 3.105 -5.852
O -4.207 -5.268 0.308
H -4.241 0.702 -2.259
O 4.538 5.226 0.068
H -0.602 2.902 -2.526
H 2.910 -2.705 0.970
C -5.867 4.570 1.589
H -5.622 5.562 1.883
H 0.693 -3.159 0.396
O 3.467 -4.365 2.455
O -4.780 2.394 1.218
H -0.569 -7.184 -0.757
H -3.817 -0.028 -3.813
O -3.302 -4.460 -1.508
C 1.024 3.734 5.149
H -0.973 1.431 0.340
O 2.499 4.451 0.085
C 4.117 -6.451 1.481
O 0.905 1.175 -0.633
C 0.219 1.163 -6.726
O -2.700 7.687 0.807
H -0.804 -3.310 1.362
C -3.463 -3.691 1.811
H 2.925 1.891 -3.257
C 3.136 3.752 -1.119
H 3.079 0.901 2.211
H 5.849 -2.466 0.130
H 1.091 -6.981 -2.617
H 2.423 3.851 -1.930
H 5.115 -1.968 1.539
O 1.392 -2.660 -3.518
O 1.899 4.126 5.856
C 1.308 -7.589 -1.697
C -1.959 6.763 0.848
H 2.419 -7.618 -1.586
O 0.349 -0.928 4.669
C -1.340 3.528 -2.978
O 0.507 2.128 -4.560
C 3.127 2.767 -5.163
H 0.785 -4.034 1.908
H 4.770 -1.070 0.069
H 3.111 -1.487 4.991
C 1.586 0.022 -0.799
C -0.532 -0.585 -0.287
H -6.583 4.169 2.301
H -1.135 3.591 -4.070
O 1.153 2.870 4.133
H -1.268 4.562 -2.652
H 0.531 0.133 -6.700
H -5.140 0.112 0.604
C -4.079 0.091 0.857
O -3.081 -3.420 0.463
C -0.349 4.299 5.196
C 2.199 1.454 2.500
H -0.107 -3.557 -2.381
O -2.650 1.834 1.682
H 2.190 1.327 4.594
```

Atom charges from the Mulliken analysis, given in e for atoms 1 to 8: number 1, H, carries -0.14; number 2, O, carries -0.43; number 3, C, carries 0.62; number 4, C, carries 1.52; number 5, H, carries 0.38; number 6, H, carries -0.30; number 7, H, carries 0.28; number 8, C, carries -0.76

=====

# 3
The following is a quantum chemistry calculation of a structure of composition C14H25BCeN6Si, from the Open Molecules 2025 dataset.

Its charge is +2. The calculation puts the gap between HOMO and LUMO (alpha / beta) at 3.9 / 3.9 eV. As for the multiplicity: 1. The calculation puts the HOMO energy (alpha / beta) at -13.335 / -13.335 eV.

```
48
C14H25BCeN6Si, DFT wB97M-V/def2-TZVPD
H 3.613 -2.058 -3.017
H 4.524 1.540 0.472
C 0.564 -0.877 -3.453
Si -3.666 1.191 -0.425
Ce -0.376 1.293 -1.667
H -0.810 -0.514 3.135
H -0.385 -0.581 -3.885
C 3.735 -3.208 2.036
H -0.074 -1.232 4.592
N 0.892 -0.527 -2.156
C 2.611 -1.653 -2.993
N 2.632 0.782 -0.090
H -3.683 0.194 -2.730
H -4.786 -0.627 -1.609
H -6.136 1.392 -0.181
N 3.080 -1.712 0.516
H 4.328 -3.873 2.630
H 0.556 3.293 0.130
C 4.162 -2.392 0.989
C 1.649 -1.584 -3.995
C -3.327 0.435 1.256
H 1.726 -1.947 -5.003
C 2.777 2.948 0.463
H 3.162 3.904 0.763
C -2.286 2.361 -0.874
C 3.474 1.754 0.318
H 5.142 -2.251 0.556
C -1.011 -0.878 4.149
H -5.312 2.818 0.468
H -5.495 2.619 -1.285
H 4.152 -0.541 -1.026
H -3.050 -0.984 -1.547
N 1.379 1.342 -0.263
H 1.661 -3.440 2.837
C 2.340 -2.973 2.137
H -2.740 1.106 1.895
H -1.408 -0.061 4.762
C -3.784 -0.181 -1.702
H -2.466 3.086 -1.704
N 2.151 -1.049 -1.875
C 1.449 2.671 0.110
B 3.014 -0.633 -0.629
N 1.960 -2.062 1.223
H -4.276 0.234 1.771
H -1.866 2.974 -0.042
H -2.790 -0.519 1.181
H -1.709 -1.667 4.114
C -5.303 2.085 -0.348
```

Atom charges from the Mulliken analysis, given in e for atoms 1 to 8: number 1, H, carries 0.49; number 2, H, carries 0.50; number 3, C, carries -0.09; number 4, Si, carries 0.18; number 5, Ce, carries 1.48; number 6, H, carries 0.02; number 7, H, carries 0.57; number 8, C, carries -0.73

=====

# 4
The following is a quantum chemistry calculation of a structure of composition C22H21BF6GdN8O4S5, from the Open Molecules 2025 dataset.

Its charge is +1. As for the expectation value of S²: 16.07. The calculation puts the gap between HOMO and LUMO (alpha / beta) at 7.2 / 5.2 eV. As for the multiplicity: 8. The calculation puts the HOMO energy (alpha / beta) at -10.454 / -10.341 eV. The calculation puts the energy relative to the best compared isomer or geometry (same formula, charge and spin) at 46.4 kJ/mol.

```
68
C22H21BF6GdN8O4S5, DFT wB97M-V/def2-TZVPD
O 0.619 2.965 -1.150
C -2.788 -2.711 0.725
C 3.188 -0.203 -0.481
C -1.514 -0.455 4.095
F 0.607 5.478 1.021
F -0.367 3.581 1.378
H -3.910 -4.254 -0.256
C -0.368 4.665 0.635
F -1.550 5.265 0.693
S -0.027 4.305 -1.148
C 2.295 -2.112 -4.795
N -1.979 -1.047 2.917
S 2.553 0.682 -1.833
H -2.694 -3.251 1.659
O -1.285 1.727 -2.725
H 1.012 1.503 5.245
S -1.986 2.684 -1.820
O 0.712 5.429 -1.594
H -4.032 -2.979 -2.408
C -1.472 -0.810 1.679
Gd -0.111 0.769 -0.963
C 3.278 -2.429 -3.930
C -2.208 -1.463 0.555
F -4.356 3.652 -1.659
C -2.226 -0.616 5.274
C -1.765 -0.032 6.439
H 3.642 1.972 2.047
C 4.027 -0.533 1.568
H 4.344 -0.278 2.565
H -0.234 1.190 7.340
N 3.491 0.398 0.705
H -0.912 -2.264 -4.330
N 2.728 -2.456 -2.660
C -3.457 -3.275 -0.349
C 0.109 0.901 5.253
O -2.044 2.097 -0.471
H 4.320 -2.637 -4.097
C -0.145 -1.536 -4.582
C -0.595 0.728 6.430
C 1.426 -2.170 -2.740
C 4.033 -1.707 0.903
N -0.408 -0.087 1.410
H 4.711 -2.878 -1.723
H -0.445 -0.562 -4.204
C -2.866 -1.362 -1.627
F -3.638 3.332 -3.687
C -3.520 -2.578 -1.543
C -3.696 2.850 -2.467
S 0.599 0.505 2.635
H -0.048 -1.471 -5.662
H -2.850 -0.808 -2.559
N -1.469 4.155 -1.852
H 2.458 2.255 0.759
H 4.172 2.365 0.393
H -3.141 -1.200 5.279
N -2.218 -0.807 -0.605
H 2.300 -1.989 -5.866
C 3.433 1.833 0.987
H -2.322 -0.165 7.356
N 1.146 -1.944 -4.038
H 4.362 -2.685 1.212
S 0.331 -2.050 -1.428
H -2.862 -1.531 2.963
C -0.343 0.305 4.079
B 3.554 -2.729 -1.370
F -4.234 1.646 -2.469
N 3.517 -1.491 -0.359
H 3.116 -3.684 -0.753
```

Atom charges from the Mulliken analysis, given in e for atoms 1 to 8: number 1, O, carries -0.22; number 2, C, carries -0.83; number 3, C, carries -0.05; number 4, C, carries -0.33; number 5, F, carries -0.21; number 6, F, carries -0.13; number 7, H, carries 0.46; number 8, C, carries 0.63

=====

# 5
The following is a quantum chemistry calculation of a cluster of 2 separate species, C3H5FN3O2 in total, from the Open Molecules 2025 dataset.

Its charge is +1. The calculation puts the gap between HOMO and LUMO (alpha / beta) at 4.8 / 4.8 eV. As for the multiplicity: 1. The calculation puts the HOMO energy (alpha / beta) at -14.194 / -14.177 eV.

```
14
C3H5FN3O2, DFT wB97M-V/def2-TZVPD
H 0.379 -1.063 1.937
O -2.376 1.651 -1.427
N -1.609 0.727 0.541
O -0.289 -0.339 2.085
N 2.219 -2.040 0.126
C -0.196 0.673 -1.259
H 2.583 -1.406 -0.684
H -0.235 -0.058 -2.066
C -1.627 1.039 -0.759
C -0.444 0.075 0.818
H 0.410 1.540 -1.449
H -2.200 1.202 1.231
N 0.345 -0.089 -0.214
F 3.038 -1.914 1.120
```

Atom charges from the Mulliken analysis, given in e for atoms 1 to 8: number 1, H, carries 0.32; number 2, O, carries -0.43; number 3, N, carries -0.03; number 4, O, carries -0.40; number 5, N, carries 0.15; number 6, C, carries -0.38; number 7, H, carries 0.34; number 8, H, carries 0.30

=====

# 6
The following is a quantum chemistry calculation of a structure of composition F8N4O16PbS8, from the Open Molecules 2025 dataset.

Its charge is -1. As for the expectation value of S²: 0.76. The calculation puts the gap between HOMO and LUMO (alpha / beta) at 8.9 / 3.7 eV. As for the multiplicity: 2. The calculation puts the HOMO energy (alpha / beta) at -9.470 / -9.343 eV.

```
37
F8N4O16PbS8, DFT wB97M-V/def2-TZVPD
O -2.681 3.499 -0.456
F -0.793 2.411 -1.454
O 4.130 -1.966 1.922
F 2.384 1.156 -2.131
F -1.154 1.466 3.045
Pb 0.096 -0.094 0.105
O 4.424 0.010 0.307
O -1.256 1.297 -3.851
F 1.482 1.297 3.051
O -2.446 -4.133 -0.992
N 0.467 0.123 -2.240
S -1.324 -3.669 -0.165
S 3.579 -0.888 1.096
O -2.825 2.838 2.240
N -1.473 -2.013 0.332
O 3.870 0.959 3.102
S 1.390 0.578 -3.288
O 1.301 1.919 -3.920
S -1.263 3.225 -0.159
O 2.260 -0.683 4.170
O -3.159 -3.241 1.822
O 2.115 -0.440 -4.054
O -0.342 4.366 -0.099
O -0.507 -4.666 0.567
S -0.801 0.032 -3.414
S -1.380 2.693 2.045
O -0.741 -1.094 -4.325
F -0.261 -3.399 -1.360
N 2.191 -0.359 1.416
S -2.856 -2.140 0.870
O -0.426 3.661 2.584
F -1.947 -0.366 -2.333
O -3.877 -1.759 -0.124
F -2.715 -0.808 1.809
F 2.836 -1.824 0.028
S 2.692 0.139 3.020
N -0.988 1.876 0.837
```

Atom charges from the Mulliken analysis, given in e for atoms 1 to 8: number 1, O, carries -0.52; number 2, F, carries -0.17; number 3, O, carries -0.55; number 4, F, carries -0.34; number 5, F, carries -0.31; number 6, Pb, carries 2.43; number 7, O, carries -0.54; number 8, O, carries -0.51